Below is a structure of composition CH24F3O19PSZr2 at a distorted geometry, with properties calculated with ωB97M-V/def2-TZVPD.

Each line ends with the Löwdin charge.
CARTESIAN COORDINATES (ANGSTROEM)
Zr 8.551 6.277 -4.707  2.091
Zr 10.770 9.200 0.213  2.394
C 13.129 11.603 -3.100  -0.669
F 12.987 12.606 -2.262  0.186
F 11.988 11.475 -3.777  0.130
F 14.104 11.861 -3.965  0.202
S 13.462 10.018 -2.191  0.578
O 12.175 9.637 -1.574  -0.462
O 13.853 8.997 -3.166  -0.245
O 14.457 10.310 -1.181  -0.230
P 9.494 7.553 -2.630  0.283
O 10.170 6.450 -3.398  -0.392
O 8.239 6.641 -2.597  -0.435
O 9.013 8.185 -3.952  -0.377
O 10.073 8.223 -1.375  -0.382
O 10.148 6.825 -6.291  -0.070
H 10.445 6.358 -7.088  0.137
H 10.898 7.388 -6.039  0.131
O 7.772 7.811 -6.221  -0.079
H 7.358 7.765 -7.099  0.148
H 7.715 8.745 -5.966  0.125
O 6.387 6.562 -4.461  -0.093
H 5.791 6.218 -3.776  0.139
H 5.821 7.099 -5.038  0.133
O 9.662 7.393 1.100  -0.110
H 9.132 6.806 0.521  0.052
H 9.494 7.069 2.002  0.148
O 12.212 5.646 -1.921  -0.009
H 12.201 4.688 -2.009  0.096
H 11.424 5.969 -2.402  -0.009
O 8.242 9.562 0.134  -0.089
H 7.539 9.200 -0.457  0.052
H 7.835 10.328 0.570  0.117
O 6.569 8.672 -1.884  -0.025
H 6.541 9.377 -2.545  0.082
H 7.003 7.915 -2.323  -0.009
O 10.004 4.435 -5.026  -0.080
H 10.957 4.434 -5.205  0.125
H 9.826 3.574 -4.623  0.108
O 9.012 10.852 -3.304  -0.048
H 9.033 11.261 -4.177  0.064
H 9.077 9.906 -3.482  -0.051
O 12.210 7.506 -0.069  -0.111
H 12.707 7.043 0.628  0.150
H 12.221 6.882 -0.842  0.050
O 7.722 4.266 -3.716  -0.063
H 7.516 4.249 -2.769  0.106
H 7.305 3.466 -4.077  0.141
O 8.586 5.202 -0.206  -0.011
H 9.042 4.356 -0.294  0.091
H 8.598 5.601 -1.087  -0.014

Properties
Charge: +4
Relative energy (zero: lowest compared OMol25 entry of this formula, charge and spin): 0.0 kJ/mol
Calculated total energy: -2614.0252 Ha
LUMO level: -15.6 eV
HOMO: -20.26 eV